This record from the OMol25 dataset describes a 22-piece molecular cluster, C69H160N9O12 overall at a distorted geometry. The level of theory is the ωB97M-V functional and the def2-TZVPD basis.

The geometry in XYZ format:
```
250
Properties=species:S:1:pos:R:3
H 1.41099 -8.72662 -1.75914
H -2.37254 0.40463 -7.02083
H -10.96890 2.49544 15.26549
C -10.19314 4.41045 14.31036
C 2.47569 0.33285 -0.73488
H 2.93139 -7.35093 -3.18383
H 6.55251 6.03041 1.24881
H 2.44761 7.97486 -1.05262
H 2.09818 -7.96972 -0.28354
H -4.78592 -3.60454 -5.67099
H 8.06747 7.88828 -1.27275
C 8.41726 5.07223 -1.36224
H -17.86508 7.71259 7.59931
H 5.37042 6.66796 -3.17333
N 2.85489 0.32260 0.70922
H 6.00194 -2.23880 2.73716
H -12.05732 -3.18621 15.45770
C 4.91152 -2.12685 2.97185
H -2.64863 -5.01411 -3.25037
H 4.65220 -0.73457 0.25197
C 5.85182 1.09360 -6.12839
H 6.84345 -3.88440 -4.45472
H 7.54340 6.23624 -4.46090
H 3.39915 0.39409 -1.27585
H 2.97369 1.65440 5.11759
C 8.37415 -0.57124 -8.48007
H 10.05699 0.54845 -6.45882
H 7.76175 4.15816 -1.39558
H -5.37860 -4.99628 -8.28472
H 1.93320 1.25372 -0.92376
H 7.98933 7.82045 0.48359
H 8.70073 -0.75679 -5.53998
N -4.19681 -2.36672 -7.18901
H 6.63945 7.81540 -2.78119
N 7.12982 0.52633 -6.55462
C 3.49741 4.01486 -2.69822
H 2.95899 6.45739 2.09560
C 1.31719 -7.96198 -0.97695
O 3.91841 3.75270 -1.60738
C 7.81511 4.25793 2.76815
O 0.11751 6.56520 1.82323
H -6.72159 -4.98177 -10.22966
H 2.09027 0.27822 9.47061
C 1.46407 -0.12662 8.65448
C 7.57717 -0.59783 -5.48605
C 8.19144 1.66995 -6.50424
H -3.78784 -4.25713 -7.01667
H -3.29476 -1.07233 -8.48425
O -17.87345 -5.50670 -4.39053
C 7.30501 5.88592 -3.47272
H -9.94384 1.52632 13.67025
C 3.54679 3.02519 -3.86290
H -0.94422 -1.30440 -7.87624
H 9.36779 4.87037 -0.85193
H 3.77923 1.76174 2.01365
H -11.80587 3.45155 12.21588
H 4.33253 -2.94549 2.59987
H -9.17628 -2.84918 16.18580
C -5.41096 -2.73156 -8.01151
H -11.59206 1.73641 10.33544
C -3.90375 -3.48886 -6.29076
H 4.08052 3.91507 6.16348
C 6.98861 -2.84405 -4.26236
H 6.88516 0.90099 -8.51467
C 6.49058 1.47351 -2.06983
C -10.30537 0.52225 13.29823
H 2.11656 -1.76265 -1.04562
O 0.56634 -4.58650 -3.33987
C -17.69057 -7.15970 -4.66045
H 0.68460 -5.49306 -2.87869
O 2.96271 5.20007 -3.01229
H -18.08391 -10.22990 -3.45798
H 9.21960 1.20444 -9.30990
H 3.46252 -6.96481 -1.57313
C 8.35101 7.29699 -0.43792
C 2.34502 3.22420 9.75581
H 8.59002 3.82133 3.34363
H 3.11094 2.09014 -3.44836
H 1.21026 8.26369 1.39119
C 4.28630 -0.82711 2.48010
H -19.39007 -2.05556 -4.07856
H 0.72075 -8.75744 1.61805
H 0.08028 7.75331 0.24368
H 1.27142 7.02016 -1.80048
H -0.22349 -6.99397 0.05800
H -19.82122 -7.28850 -2.49799
C -0.69348 -4.38410 -3.82427
H -0.93709 -8.97106 -2.02517
H 4.52240 1.52033 0.32319
H -17.75350 -5.20410 -6.37237
H -17.59045 -8.03405 -2.60754
H 0.96190 -1.73901 1.34852
N -19.67431 -8.04356 -3.23267
H 4.19933 -2.36256 9.09658
C -9.95524 -3.51238 16.64166
H -3.00432 -1.58640 -4.83441
C 3.64216 1.61007 0.94507
C -10.81052 -1.52505 15.06616
O 5.79348 0.48186 -1.73409
H -2.74649 -2.67153 -8.78541
H -0.18791 0.16866 -0.76661
H 4.52319 2.99755 -4.35576
H 6.84070 4.86129 -3.57252
H -9.75744 4.72868 13.39171
H 3.04287 2.37451 0.49739
C 9.50738 1.21105 -7.14918
H -4.83452 -0.29559 -7.00509
O 1.51293 -6.66841 -1.73781
C 7.26163 5.41215 0.75095
H 9.23456 4.87974 -3.28433
H -0.40599 -1.59426 -0.78005
H 8.75562 -1.40724 -7.77960
H 0.82046 2.94823 7.01444
H -1.24009 -0.12417 -5.68099
H -0.23841 -0.46535 1.75028
C 1.17442 2.33849 7.83045
H -10.14847 -0.12614 15.74192
C 3.78539 3.17873 4.23103
O -0.88391 -3.26599 -4.24936
C -1.68552 -5.45540 -3.52573
C -2.06967 -0.40349 -6.33591
C -6.69591 -4.04329 -9.61200
H 6.77599 4.53305 0.41463
H 3.02050 -0.14846 6.48792
H 3.44096 -0.61769 3.09453
H 5.04391 -0.05444 2.62547
H 3.65482 7.48543 0.92301
H 13.63350 6.53958 9.84309
H 9.28043 6.49040 -2.69579
H -1.18785 -2.38315 -6.63180
H -19.93881 -8.90133 -2.77096
H 1.74999 0.24538 2.60092
H -4.57159 -4.07136 -9.55541
O 7.04361 2.30770 -2.69293
H 1.81832 4.17018 9.83776
O 4.44182 3.69457 3.34783
H -3.10395 -3.34628 -5.62973
C -11.94173 1.03170 11.12046
C -10.93666 -2.73577 15.98414
H 9.42584 7.22970 -0.31666
H -9.63203 0.24534 12.45393
H 1.39815 5.40967 0.25246
H 3.75843 -0.70501 -13.88963
C 1.42089 0.80775 7.45876
H 10.39367 -0.00695 -8.72536
C 6.27008 6.34929 -1.20411
C 2.84387 -6.65563 -2.35997
H 2.96547 4.91666 5.04824
H -1.48160 -6.08999 -2.64422
H -15.59791 -8.12858 4.07806
C 3.88254 -0.82809 1.02215
H -6.18830 -2.71915 -7.20878
H -0.90085 6.91544 3.63261
H -6.95223 -2.20221 13.88250
H -17.57718 -3.69563 -5.38637
C 8.60644 5.62018 -2.73881
H -10.07631 5.15384 15.09273
C 3.29091 3.94133 5.35899
H 3.32707 -1.79676 0.88606
C -0.69706 7.36281 2.67615
C 6.68493 -1.92818 -5.53483
H -0.23350 8.35141 2.79710
H 9.54742 -1.89438 -0.40232
H -5.72186 -1.92188 -8.70001
C -5.37815 -4.04005 -8.81392
C -11.39849 2.68643 12.97471
H 7.68070 2.44989 -7.13498
H -1.69503 -6.22396 -4.29693
H 5.52877 1.73188 -6.93365
N -1.13853 -8.18297 -1.37852
H 5.79349 7.08649 -0.57533
N 2.65747 0.78347 6.68989
H -13.00117 1.18763 10.94496
N 2.11340 6.95034 -1.17748
H -3.57769 0.14209 -4.85397
H 0.58957 0.49426 6.85870
H 5.72164 5.46500 -1.04344
H 3.82818 5.71992 0.83109
H 8.38726 1.99764 -5.52530
C -4.49158 -1.14326 -6.37761
O 2.42567 2.77941 8.38738
H 7.00185 4.65382 3.34672
H 6.15380 -0.61801 -7.85816
H -1.91801 -8.58436 -0.84039
H 10.20324 2.07043 -7.20162
H -20.38889 -7.95248 -3.91254
C -3.28897 -0.73900 -5.44775
H -0.97589 -9.12515 1.16931
H 1.56595 -0.70301 -2.23126
H 4.76669 -1.97982 4.09595
H 10.43041 -1.38078 1.32474
C -17.92596 -9.44563 -4.23907
H 9.32582 -2.80825 1.18894
H -5.34861 -1.42314 -5.72405
H 7.39378 3.36687 2.30743
C 0.26283 -0.77412 -0.42452
N 7.64238 6.04925 -0.55405
C 6.36122 6.74418 -2.71177
C -1.71636 -1.59493 -7.17686
H 1.15759 1.38040 1.33029
H 5.07370 0.32642 -5.99528
C 1.57899 0.30672 1.48445
C 1.60894 -0.79793 -1.15788
C 0.56197 -0.73207 1.05621
C 7.06554 -0.00196 -7.94070
H -7.46669 -3.99834 -8.82059
H -18.11794 -7.27068 -5.65037
H 9.34227 4.93827 1.34925
H 8.13424 4.00032 9.18304
C -18.17760 -8.09898 -3.54010
H 8.62190 6.18888 2.28925
H 8.02869 -2.78022 -3.98576
O 3.32499 1.90623 4.17092
C 9.85870 -2.11415 0.66744
H 6.49554 -2.53202 -3.34386
H 0.40921 2.49720 8.55017
C 3.15893 6.53499 1.03607
H -11.58085 -0.02843 10.93897
H 3.39010 3.33387 9.95370
H 5.59168 -1.80292 -5.54186
H -18.57765 -9.67019 -5.07575
H 7.36958 -0.02448 -4.57423
H 2.65829 5.85878 -2.29388
H 1.79381 -1.13375 8.31633
H 1.98320 2.47784 10.42938
C 0.00063 -8.98131 0.75893
H 2.97561 -5.66249 -2.84330
C -17.67854 -4.74509 -5.35290
H 8.24985 -1.04395 -9.42882
C -0.05707 -8.03722 -0.35546
H 0.45070 -0.21710 9.03976
C -10.45074 -0.30914 14.48029
C 9.43881 0.50849 -8.50201
H 0.38373 -9.90903 0.39711
H 2.40520 3.43749 5.90922
H 2.68975 3.36049 -4.48057
H 6.93450 -2.35174 -6.51567
H 3.34824 1.30780 7.24255
C 0.82904 7.34052 0.88572
C 8.37925 5.21300 1.75485
H -16.89326 -9.54545 -4.66275
C 1.79074 6.46579 0.17332
H -1.63026 7.49094 2.11608
C -2.96415 -1.95771 -7.98565
H -10.12997 -4.20439 17.47607
H -16.62602 -7.06566 -4.68496
C -10.89746 3.28971 14.35586
H 5.85738 1.72722 -5.24141
H -6.73293 -3.18114 -10.21458
N -11.45117 1.42923 12.44831
```

Output
M, g mol⁻¹: 1308.090
Electronic energy, eV: -112026.4432
LUMO level, Ha: -0.352
Net charge: +5
Kohn-Sham gap, Eh: 0.019
2S+1: 1

Here are the Löwdin charges for atoms 1 to 8, given in e: number 1, H, carries 0.1380; number 2, H, carries 0.1254; number 3, H, carries 0.1664; number 4, C, carries 0.0693; number 5, C, carries -0.1600; number 6, H, carries 0.0867; number 7, H, carries 0.1322; number 8, H, carries 0.1515